No. 1
DFT (wB97M-V/def2-TZVPD) results for a structure of composition C13H28O12Zn in a non-equilibrium geometry.

The value obtained for the highest occupied orbital energy is -0.2598 Ha. Its charge is 0. For the HOMO-LUMO gap, the calculation gives 7.4719 eV.

Last column: natural (NBO) charge in e.
Geometry (Å):
Zn 0.1578 -0.3506 -0.0211  1.780
O -0.1336 -2.0527 0.8654  -1.375
H -0.7149 -2.6871 1.3283  0.455
C 1.0102 2.5057 -1.6698  -0.217
O 0.3995 1.3311 -1.1788  -1.081
H 1.3434 2.4607 -2.7067  0.120
H 0.3204 3.3478 -1.7251  0.134
H 1.9623 2.7362 -1.1918  0.125
C -0.3511 3.4393 1.8266  -0.264
O 0.0051 2.6358 2.9623  -0.490
C 0.1922 1.3647 2.8323  1.016
O 0.3446 0.8309 1.7693  -0.717
O 0.2607 0.7769 3.9676  -0.490
C -0.0880 -0.6440 4.1031  -0.278
H -0.4512 4.4681 2.1725  0.196
H -1.3354 3.2786 1.3868  0.190
H 0.4030 3.3020 1.0517  0.223
H 0.1135 -1.3358 3.2852  0.254
H -1.1671 -0.6883 4.2499  0.175
H 0.2808 -1.0478 5.0459  0.199
C 3.6476 1.4366 1.3324  -0.270
O 4.2093 0.5474 0.3768  -0.507
C 3.4739 -0.4122 -0.2483  1.029
O 2.2998 -0.5718 -0.0812  -0.682
O 4.2727 -1.0983 -1.0187  -0.490
C 3.9055 -2.3267 -1.6078  -0.252
H 4.1362 2.4041 1.4477  0.198
H 3.6155 1.0612 2.3552  0.180
H 2.5976 1.6474 1.1296  0.211
H 3.1218 -2.1716 -2.3494  0.193
H 3.4507 -2.9087 -0.8063  0.203
H 4.8517 -2.7224 -1.9767  0.204
C -2.2480 -3.1054 -1.6521  -0.269
O -1.7757 -2.5783 -2.9165  -0.498
C -0.6716 -1.7559 -2.8248  1.027
O -0.0625 -1.4178 -1.8170  -0.690
O -0.2398 -1.4979 -4.0683  -0.494
C 0.8181 -0.5656 -4.2187  -0.262
H -1.5684 -3.8907 -1.3213  0.196
H -3.2617 -3.5041 -1.6923  0.190
H -2.2860 -2.3566 -0.8609  0.215
H 0.4883 0.3670 -3.7609  0.227
H 0.8518 -0.3138 -5.2787  0.190
H 1.8048 -0.9396 -3.9454  0.183
C -3.6619 -0.5748 1.6390  -0.738
C -3.2012 0.1964 0.4976  0.625
O -2.0863 -0.0541 -0.0105  -0.596
C -4.2182 1.2220 -0.0347  -0.729
H -3.0559 -1.4806 1.6171  0.254
H -4.7316 -0.7606 1.7349  0.233
H -3.4727 0.0227 2.5308  0.247
H -4.4171 0.9512 -1.0716  0.252
H -4.0278 2.2952 -0.0416  0.249
H -5.1112 1.1851 0.5893  0.213

---

No. 2
DFT (wB97M-V/def2-TZVPD) results for a structure of composition C13H28O3Se2W.

The value obtained for the highest occupied orbital energy is -0.2598 Ha. Its charge is 0. For the HOMO-LUMO gap, the calculation gives 7.1492 eV.

Last column: natural (NBO) charge in e.
Geometry (Å):
W 0.0887 0.0573 0.7050  1.028
O -3.4126 2.0755 -2.2266  -0.736
C -3.0418 0.7354 -1.9222  -0.068
C -1.8947 0.2671 -2.8157  -0.141
C -2.4073 0.2886 -4.2599  -0.056
O -1.3575 -0.1183 -5.1322  -0.734
C -0.6846 1.2023 -2.7352  -0.561
Se -0.0643 1.7801 -0.9514  0.021
C -1.4818 -1.1668 -2.4821  -0.557
Se -1.0117 -1.6266 -0.6129  -0.003
H -3.1978 2.6345 -1.4754  0.479
H -3.9119 0.0886 -2.0760  0.172
H -2.7401 0.6382 -0.8801  0.193
H -2.7453 1.3019 -4.4949  0.184
H -3.2632 -0.3932 -4.3429  0.160
H -1.6523 -0.0103 -6.0406  0.474
H -0.8980 2.1382 -3.2505  0.230
H 0.1719 0.7389 -3.2198  0.230
H -0.6143 -1.4349 -3.0813  0.234
H -2.2837 -1.8661 -2.7265  0.219
C -1.2433 0.7882 4.8493  -0.594
C -0.4884 0.1878 3.6646  -0.239
C -0.4158 -1.3382 3.7687  -0.597
C -1.1356 0.6102 2.3330  -0.846
H -0.7792 0.5079 5.7973  0.207
H -2.2765 0.4321 4.8572  0.202
H -1.2591 1.8773 4.7849  0.208
H 0.5368 0.5741 3.6992  0.190
H -1.4193 -1.7607 3.8578  0.208
H 0.1643 -1.6494 4.6385  0.214
H 0.0527 -1.7723 2.8798  0.198
H -1.2851 1.6952 2.2964  0.244
H -2.1349 0.1675 2.2448  0.242
C 3.7194 0.8770 0.2425  -0.629
C 3.1103 -0.4999 0.4727  0.260
C 2.8802 -1.2206 -0.8526  -0.637
C 3.9639 -1.3391 1.4091  -0.616
O 1.8394 -0.2981 1.1250  -0.755
H 4.6801 0.7933 -0.2656  0.216
H 3.8681 1.3844 1.1970  0.214
H 3.0469 1.4766 -0.3727  0.227
H 3.8321 -1.4089 -1.3496  0.219
H 2.2574 -0.6034 -1.5031  0.219
H 2.3768 -2.1723 -0.6803  0.225
H 4.9465 -1.5166 0.9737  0.215
H 3.4789 -2.2995 1.5909  0.217
H 4.0857 -0.8234 2.3626  0.215

---

No. 3
DFT (wB97M-V/def2-TZVPD) results for a cluster of 3 separate species, C13H29BBrO7P in total in a non-equilibrium geometry.

The value obtained for the highest occupied orbital energy is -0.3512 Ha. Its charge is 0. The SMILES is CCB([C@H](Br)CC)P(=O)(O)O.CCOC(C)=O.CCOC(C)=O. For the HOMO-LUMO gap, the calculation gives 8.9704 eV.

Last column: natural (NBO) charge in e.
Geometry (Å):
C -5.0666 2.5687 -5.3421  -0.627
C -3.7095 2.6621 -4.3750  -0.791
B -3.7669 1.2790 -3.4291  0.588
C -2.7707 0.0412 -3.9512  -0.599
Br -3.9352 -1.1772 -5.0748  0.008
C -2.0094 -0.7484 -2.7333  -0.447
C -2.4761 -2.3357 -2.5645  -0.639
P -4.9289 1.1652 -1.9113  1.899
O -6.4114 1.4803 -2.4555  -1.044
O -4.5521 2.2531 -0.6055  -0.958
O -5.0123 -0.4701 -1.2352  -0.960
H -5.1582 1.5112 -5.8828  0.228
H -4.9369 3.3603 -6.2054  0.217
H -6.0237 2.7926 -4.6964  0.251
H -3.6992 3.6487 -3.7329  0.236
H -2.7921 2.6130 -5.1373  0.232
H -1.9386 0.5076 -4.6618  0.245
H -2.1306 -0.2667 -1.6723  0.252
H -0.8447 -0.7325 -2.9907  0.216
H -2.2120 -2.9786 -3.5161  0.216
H -3.6404 -2.4145 -2.3543  0.238
H -1.8940 -2.8217 -1.6431  0.210
H -4.0938 3.0888 -0.9138  0.508
H -5.9977 -0.5800 -0.9924  0.515
O -0.4051 0.7987 -0.4214  -0.598
C 0.2079 -0.0749 0.1894  0.805
O -0.4247 -0.8424 1.1033  -0.510
C 0.1403 -2.0170 1.7151  -0.066
C 0.9524 -1.6502 2.9409  -0.643
C 1.6887 -0.2386 0.0079  -0.746
H 0.7123 -2.6038 0.9905  0.180
H -0.7051 -2.6436 2.0198  0.200
H 1.8046 -1.0160 2.6833  0.215
H 1.3275 -2.5494 3.4384  0.213
H 0.3399 -1.0845 3.6509  0.222
H 2.2128 0.4358 0.6879  0.268
H 1.9420 0.0246 -1.0248  0.245
H 2.0352 -1.2604 0.1539  0.219
O 4.3662 -0.1052 1.7447  -0.593
C 4.7501 -0.1015 2.9129  0.803
O 5.3918 0.9742 3.4186  -0.504
C 5.6934 1.1641 4.8136  -0.068
C 7.0115 0.5097 5.1754  -0.637
C 4.6053 -1.3258 3.7688  -0.747
H 4.8674 0.8262 5.4462  0.178
H 5.7762 2.2456 4.9673  0.203
H 6.9763 -0.5729 5.0286  0.207
H 7.2676 0.7096 6.2200  0.221
H 7.8158 0.8898 4.5368  0.223
H 5.4666 -1.9786 3.6142  0.250
H 3.6951 -1.8544 3.4657  0.245
H 4.4889 -1.1051 4.8287  0.220

---

No. 4
DFT (wB97M-V/def2-TZVPD) results for a cluster of 11 separate species, C13H29BCl20FOP in total in a non-equilibrium geometry.

The value obtained for the highest occupied orbital energy is -0.3546 Ha. Its charge is 0. The SMILES is CC[C@H](F)B[PH2]=O.ClCCl.ClCCl.ClCCl.ClCCl.ClCCl.ClCCl.ClCCl.ClCCl.ClCCl.ClCCl. For the HOMO-LUMO gap, the calculation gives 8.3822 eV.

Last column: natural (NBO) charge in e.
Geometry (Å):
C 6.2658 2.5971 3.7476  -0.652
C 5.2833 3.9389 3.5985  -0.449
C 4.2622 3.7761 2.3265  -0.110
F 3.7693 5.1382 1.9867  -0.385
B 2.9487 2.8261 2.6010  0.346
P 1.7505 2.9823 4.1153  1.064
O 0.3954 3.6627 3.5757  -1.046
H 6.4606 2.3456 4.8972  0.235
H 5.7770 1.6945 3.1814  0.203
H 7.3379 2.8160 3.2778  0.224
H 4.7760 4.2319 4.6119  0.219
H 6.0330 4.8235 3.3153  0.233
H 4.8743 3.3183 1.4271  0.188
H 2.6839 1.9716 1.8035  -0.048
H 2.3551 3.8217 5.1584  -0.027
H 1.5177 1.6231 4.5756  -0.031
C 0.7603 -0.4778 1.0887  -0.404
Cl 0.8130 1.1949 1.6584  0.006
Cl 1.1806 -1.6045 2.3845  -0.032
H -0.2493 -0.7019 0.7360  0.231
H 1.4726 -0.5970 0.2687  0.227
C 0.7404 -4.7710 0.4154  -0.411
Cl -0.4522 -5.3617 -0.7482  -0.026
Cl 2.0717 -3.9440 -0.4026  -0.037
H 0.2538 -4.0715 1.0994  0.231
H 1.1398 -5.6189 0.9771  0.230
C -1.1402 -3.2053 -3.4843  -0.406
Cl -1.1808 -1.4395 -3.4111  -0.036
Cl -2.6073 -3.8446 -4.2353  -0.028
H -0.2742 -3.5171 -4.0732  0.223
H -1.0583 -3.6017 -2.4693  0.230
C 2.9661 -7.9174 0.8053  -0.401
Cl 2.2920 -9.5515 0.8214  -0.014
Cl 2.6510 -7.0843 2.3323  -0.025
H 4.0460 -7.9795 0.6501  0.229
H 2.5082 -7.3516 -0.0098  0.222
C 6.4824 3.0556 8.4003  -0.398
Cl 5.2898 2.4649 7.2368  -0.028
Cl 7.8136 3.8825 7.5824  -0.017
H 5.9958 3.7551 9.0844  0.227
H 6.8817 2.2077 8.9621  0.226
C -3.2337 -7.8316 -3.0796  -0.397
Cl -2.5215 -6.4795 -2.1910  -0.022
Cl -2.2440 -8.2649 -4.4788  -0.022
H -3.3069 -8.6954 -2.4144  0.224
H -4.2306 -7.5456 -3.4238  0.225
C -4.2861 0.6545 -3.8099  -0.412
Cl -5.5971 0.6736 -4.9957  -0.018
Cl -4.9205 0.5789 -2.1616  -0.036
H -3.6568 -0.2205 -3.9894  0.237
H -3.6924 1.5650 -3.9212  0.229
C -6.9896 3.8819 -1.6452  -0.399
Cl -7.9132 4.0675 -3.1411  -0.038
Cl -6.1660 5.3859 -1.2155  -0.023
H -7.6722 3.6067 -0.8375  0.224
H -6.2443 3.0947 -1.7826  0.233
C -8.3697 4.2102 -6.7465  -0.400
Cl -7.2969 3.2815 -7.8009  -0.025
Cl -10.0292 3.6081 -6.8384  -0.026
H -8.0168 4.1249 -5.7159  0.228
H -8.3536 5.2579 -7.0565  0.222
C 0.0144 2.0254 -2.4396  -0.397
Cl 1.0872 1.0967 -3.4939  -0.021
Cl -1.6452 1.4232 -2.5314  -0.026
H 0.3672 1.9401 -1.4089  0.226
H 0.0304 3.0731 -2.7495  0.230